Computed, not measured: a 40-piece molecular cluster, H80O40 overall in a non-equilibrium geometry, with wB97M-V/def2-TZVPD.

**E_HOMO (alpha / beta)**: -12.030 / -12.030 eV
**Net charge**: +1
**2S+1**: 2
**Orbital gap (alpha / beta)**: 9.155 / 2.125 eV
**DFT total energy**: -83178.1040 eV
**⟨S²⟩**: 0.757

Cartesian coordinates (Å):
H 3.037 1.298 -0.296
H 3.531 0.474 -1.392
O 3.245 0.392 -0.517
H 4.332 -0.606 1.384
H 2.843 -0.162 1.574
O 3.503 -0.908 1.780
H 1.576 1.358 -6.301
H 0.596 0.206 -5.775
O 1.429 0.366 -6.178
H 3.430 -0.846 -4.834
H 1.838 -1.043 -4.754
O 2.634 -1.315 -4.397
H 2.688 5.317 -0.483
H 3.002 5.426 0.777
O 2.273 5.733 0.272
H -0.313 -1.817 0.271
O -0.396 -1.766 -0.731
H -0.124 -6.950 -1.237
O -0.258 -6.170 -1.634
H 1.705 1.096 2.102
H 1.257 0.528 3.574
O 1.713 1.225 3.091
H -2.070 2.904 -2.594
H -0.956 2.276 -3.263
O -1.111 2.768 -2.526
H 2.286 -3.362 -2.562
H 3.074 -2.948 -3.828
O 3.285 -3.253 -2.882
H 0.023 -0.002 4.715
H -0.471 -1.220 3.995
O 0.348 -0.931 4.377
H -1.254 -1.118 -2.585
O -1.072 -0.201 -2.496
H -0.215 3.676 0.581
H -0.422 3.779 -0.780
O 0.247 3.356 -0.243
H 3.409 -5.913 -0.668
H 2.900 -4.503 -0.736
O 3.098 -5.256 0.039
H -2.100 5.460 2.816
H -2.860 4.201 3.199
O -2.146 4.751 3.614
H 1.654 0.621 -3.393
H 1.793 0.839 -2.153
O 2.294 1.149 -2.897
H -0.255 -1.131 2.088
H -0.416 0.414 1.951
O -0.226 -0.325 1.498
H -5.634 4.084 -0.515
H -5.097 2.684 -0.780
O -4.910 3.647 -0.836
H -1.574 -3.162 5.693
O -1.382 -3.031 4.762
H 4.928 2.025 2.451
H 4.297 1.012 1.312
O 4.106 1.725 2.078
H -2.008 4.567 -1.393
O -2.395 4.599 -0.495
H 0.913 4.742 -4.079
H 1.406 5.517 -2.749
O 1.689 5.117 -3.633
H -1.106 6.028 0.324
H 0.357 6.022 0.452
O -0.332 6.524 0.333
H 2.430 -3.003 5.365
H 1.739 -3.094 4.073
O 2.505 -3.498 4.588
H 4.326 -1.989 -0.359
H 4.328 -2.531 -1.945
O 4.646 -1.901 -1.212
H -4.658 -4.942 -0.536
H -3.222 -5.473 -0.341
O -3.740 -5.280 -1.023
H 0.170 -1.273 -2.887
H 1.196 -1.996 -1.960
O 0.746 -2.170 -2.849
H 3.429 4.351 -2.695
H 3.374 3.372 -1.625
O 3.610 4.341 -1.642
H 2.000 -1.953 0.450
H 2.032 -2.980 1.313
O 1.373 -2.643 0.696
H -1.651 2.015 3.286
H -1.982 1.319 4.447
O -2.113 1.177 3.459
H -1.679 -2.087 1.856
H -0.311 -2.899 1.449
O -1.257 -3.018 1.767
H -1.056 -1.206 -5.269
O -1.735 -1.765 -5.156
H -0.066 -5.796 1.894
H -0.085 -5.403 3.065
O -0.684 -5.215 2.331
H -2.349 -2.878 4.451
H -0.855 -2.565 -1.015
H -3.308 4.211 -0.418
H 0.289 -6.119 -2.390
H -1.001 0.181 -1.714
H -1.600 -2.494 -4.606
O -2.800 1.001 -4.501
H -2.165 0.345 -4.163
H -2.655 0.841 -5.470
O -3.949 -2.237 3.868
H -4.776 -2.725 4.254
H -4.269 -2.612 3.026
O -3.912 -0.285 0.169
H -3.498 0.688 0.195
H -3.118 -0.836 0.258
O -0.134 1.995 5.230
H 0.661 1.594 4.813
H -0.525 1.025 5.607
O 1.217 3.741 3.380
H 1.953 3.279 3.584
H 0.726 3.975 4.176
O -3.764 3.354 -3.019
H -4.474 2.679 -2.964
H -4.237 4.115 -2.647
O -3.906 -4.655 1.464
H -3.684 -5.542 1.346
H -3.165 -4.505 2.059

Forces on atoms 1 to 2 (eV/Å):
-0.2475 0.5586 0.2736
1.0721 -0.5115 -2.4968